<1>
A cluster of 2 separate species, C5H10NO2 in total. Source: the Open Molecules 2025 dataset; level of theory: ωB97M-V/def2-TZVPD.

Last column: Mulliken charge in e.
Atoms and positions in Å:
C1 0.913 -0.132 1.080  -0.24
C2 2.219 0.555 0.672  -0.42
N1 3.003 -0.362 -0.114  -0.70
C3 -1.161 0.190 -1.656  -1.07
C4 -2.052 -0.636 -0.847  0.06
C5 -2.594 -0.217 0.477  0.62
O1 -2.741 1.009 0.645  -0.68
O2 -2.837 -1.169 1.246  -0.67
H1 1.111 -1.174 1.359  0.36
H2 0.395 0.347 1.898  0.35
H3 0.249 -0.227 0.232  -0.60
H4 1.928 1.409 0.037  0.18
H5 2.709 0.932 1.580  0.35
H6 3.987 -0.126 0.008  0.09
H7 -1.615 0.309 -2.655  0.35
H8 -1.183 1.166 -1.177  0.31
H9 -0.129 -0.178 -1.752  0.37
H10 -2.205 -1.697 -1.034  0.35

Calculated values
* frontier orbital gap: 0.10545 hartree
* total charge: -1
* LUMO energy: 0.75 eV
* spin multiplicity: 1

***

<2>
A structure of composition C5H10NO2. Source: the Open Molecules 2025 dataset; level of theory: ωB97M-V/def2-TZVPD.

Last column: Mulliken charge in e.
Atoms and positions in Å:
O1 -2.398 1.187 -0.296  -0.52
C1 -1.851 0.112 -0.165  0.45
O2 -1.857 -0.830 0.940  -0.38
C2 -0.937 -0.467 -1.242  -0.43
C3 0.487 -0.577 -0.700  -0.55
C4 0.957 0.623 0.113  -0.64
C5 2.929 -0.430 0.849  -0.82
N1 2.370 0.819 0.368  -0.78
H1 -1.247 -1.518 -1.386  0.28
H2 -1.054 0.063 -2.178  0.36
H3 0.595 -1.497 -0.117  0.23
H4 1.112 -0.738 -1.594  0.29
H5 0.638 1.515 -0.464  0.27
H6 0.384 0.690 1.079  0.27
H7 2.479 -0.870 1.757  0.25
H8 3.891 -0.032 1.196  0.35
H9 3.102 -1.298 0.174  0.14
H10 -2.692 -0.692 0.249  0.23

Calculated values
* frontier orbital gap: 0.16300 hartree
* total charge: -1
* LUMO energy: 3.28 eV
* spin multiplicity: 1

***

<3>
The ion C5H10NO2 with charge -1. Source: the Open Molecules 2025 dataset; level of theory: ωB97M-V/def2-TZVPD.

Last column: Mulliken charge in e.
Atoms and positions in Å:
C1 -1.732 0.028 1.177  -1.38
C2 -0.331 -0.313 0.715  0.18
C3 -0.420 -1.595 -0.181  0.46
O1 -1.597 -2.019 -0.375  -0.75
O2 0.696 -1.878 -0.640  -0.65
N1 0.378 0.831 -0.022  -0.27
C4 0.134 0.837 -1.525  -0.98
C5 1.829 0.646 0.185  -1.09
H1 -1.794 -0.228 2.298  0.21
H2 -2.148 1.166 1.270  0.28
H3 -2.515 -0.349 0.705  0.43
H4 0.295 -0.732 1.504  0.41
H5 1.152 0.497 -2.039  0.21
H6 -0.038 1.808 -1.790  0.34
H7 -0.540 0.239 -1.916  0.44
H8 2.402 0.697 -0.657  0.49
H9 2.035 -0.538 0.171  0.27
H10 2.196 0.903 1.120  0.40

Calculated values
* frontier orbital gap: 0.28029 hartree
* total charge: -1
* LUMO energy: 4.13 eV
* SMILES: C[C@@H](C(=O)[O-])N(C)C
* spin multiplicity: 1

***

<4>
A cluster of 2 separate species, C5H10NO2 in total. Source: the Open Molecules 2025 dataset; level of theory: ωB97M-V/def2-TZVPD.

Last column: Mulliken charge in e.
Atoms and positions in Å:
O1 -1.815 1.725 2.601  -0.67
C1 -0.548 1.701 2.693  0.05
O2 0.137 0.584 2.841  -0.68
C2 0.671 -0.228 -2.014  -0.03
C3 0.235 -0.104 -0.539  1.31
C4 0.806 -1.229 0.157  -1.92
C5 -1.260 0.116 -0.440  -1.54
N1 1.864 -0.100 -2.702  -0.67
H1 0.056 2.608 2.491  0.35
H2 0.768 0.793 -0.113  0.06
H3 0.452 -1.392 1.197  0.32
H4 1.916 -1.046 0.113  0.40
H5 0.579 -2.196 -0.292  0.48
H6 -1.742 -0.666 -1.158  0.40
H7 -1.675 -0.077 0.544  0.35
H8 -1.565 1.138 -0.748  0.29
H9 -0.222 -0.362 -2.644  0.34
H10 1.342 -1.265 -1.984  0.16

Calculated values
* frontier orbital gap: 0.27238 hartree
* total charge: -1
* LUMO energy: 3.25 eV
* spin multiplicity: 1

***

From most stable to least stable, the computed energies give <3>, <4>, <2>, <1>.

***

<1>
A cluster of 2 separate species, C3H13N3O in total. Source: the Open Molecules 2025 dataset; level of theory: ωB97M-V/def2-TZVPD.

Last column: Mulliken charge in e.
Atoms and positions in Å:
N1 -0.350 2.471 0.995  -0.49
C1 0.889 1.795 1.479  -0.80
C2 1.265 0.590 0.593  -0.30
N2 0.347 -0.510 0.984  -0.50
C3 0.304 -1.542 -0.156  -0.29
N3 0.158 -2.867 0.348  -0.63
H1 -0.298 3.334 0.397  0.20
H2 -1.009 1.773 0.775  0.17
H3 0.558 1.526 2.563  0.29
H4 1.700 2.452 1.608  0.44
H5 1.065 1.048 -0.423  0.23
H6 2.293 0.232 0.599  0.43
H7 -0.539 -0.004 1.189  0.25
H8 1.188 -1.496 -0.764  0.38
H9 -0.484 -1.362 -0.915  0.18
H10 0.852 -3.507 0.873  0.24
H11 -0.678 -2.926 0.964  0.20
O1 -1.954 -0.037 -3.485  -0.66
H12 -2.761 -0.101 -4.089  0.33
H13 -2.085 0.609 -2.686  0.33

Calculated values
* frontier orbital gap: 0.34925 hartree
* LUMO energy: 0.56 eV
* SMILES: NCCNCN.O
* spin multiplicity: 1

***

<2>
A cluster of 2 separate species, C3H13N3O in total. Source: the Open Molecules 2025 dataset; level of theory: ωB97M-V/def2-TZVPD.

Last column: Mulliken charge in e.
Atoms and positions in Å:
N1 -2.385 1.071 -0.569  -0.50
C1 -1.815 -0.259 -0.690  -0.36
C2 -0.808 -0.512 0.419  -0.65
N2 0.386 0.298 0.245  -0.30
C3 1.251 0.235 1.439  -0.56
N3 2.671 0.081 1.199  -0.62
H1 -2.776 1.423 -1.423  0.18
H2 -2.921 1.220 0.266  0.17
H3 -1.249 -0.303 -1.617  0.13
H4 -2.564 -1.054 -0.757  0.32
H5 -1.289 -0.372 1.404  0.43
H6 -0.541 -1.570 0.421  0.35
H7 0.122 1.251 0.040  0.23
H8 0.924 -0.624 2.030  0.38
H9 1.030 1.087 2.082  0.35
H10 2.815 -0.413 0.326  0.24
H11 3.105 0.975 1.028  0.28
O1 1.650 -1.009 -2.122  -0.68
H12 0.795 -0.843 -2.517  0.29
H13 1.600 -0.683 -1.205  0.32

Calculated values
* frontier orbital gap: 0.37210 hartree
* LUMO energy: 0.94 eV
* SMILES: NCCNCN.O
* spin multiplicity: 1

***

<3>
A cluster of 2 separate species, C3H13N3O in total. Source: the Open Molecules 2025 dataset; level of theory: ωB97M-V/def2-TZVPD.

Last column: Mulliken charge in e.
Atoms and positions in Å:
N1 0.345 -0.402 -1.312  -0.59
C1 0.271 -1.866 -1.103  -0.42
C2 1.449 -2.307 -0.253  -0.36
O1 1.317 -3.724 -0.095  -0.51
H1 0.058 0.066 -0.460  0.14
H2 -0.304 -0.109 -2.028  0.26
H3 0.349 -2.320 -2.086  0.36
H4 -0.644 -2.141 -0.575  0.26
H5 1.390 -1.781 0.705  0.25
H6 2.389 -2.083 -0.758  0.28
H7 2.105 -4.050 0.330  0.30
N2 -0.333 3.072 0.104  -0.52
C3 -0.487 2.183 1.238  -0.53
N3 -1.759 1.477 1.426  -0.55
H8 -0.538 2.655 -0.796  0.21
H9 -0.960 3.868 0.166  0.23
H10 0.269 1.409 1.115  0.35
H11 -0.322 2.769 2.137  0.35
H12 -2.469 2.143 1.702  0.24
H13 -2.125 1.144 0.544  0.24

Calculated values
* frontier orbital gap: 0.37337 hartree
* LUMO energy: 0.90 eV
* SMILES: NCCO.NCN
* spin multiplicity: 1

***

From most stable to least stable, the computed energies give <2>, <3>, <1>.

***

<1>
An isolated molecule of C5H7NS. Source: the Open Molecules 2025 dataset; level of theory: ωB97M-V/def2-TZVPD.

Last column: Mulliken charge in e.
Atoms and positions in Å:
C1 1.978 -0.523 -0.004  -1.25
C2 0.571 -0.023 -0.004  0.61
C3 0.145 1.241 0.001  -0.67
N1 -1.264 1.290 -0.003  0.02
C4 -1.823 0.056 0.001  -0.17
S1 -3.435 -0.278 -0.002  -0.35
C5 -0.648 -0.911 -0.003  -0.24
H1 2.174 -1.138 0.872  0.30
H2 2.700 0.288 0.006  0.33
H3 2.172 -1.145 -0.866  0.30
H4 0.696 2.153 -0.005  0.41
H5 -1.815 2.116 0.001  0.19
H6 -0.731 -1.568 0.894  0.27
H7 -0.721 -1.558 -0.887  0.28

Calculated values
* frontier orbital gap: 0.31988 hartree
* LUMO energy: 0.65 eV
* SMILES: CC1=CNC(=S)C1
* spin multiplicity: 1

***

<2>
A structure of composition C5H7NS. Source: the Open Molecules 2025 dataset; level of theory: ωB97M-V/def2-TZVPD.

Last column: Mulliken charge in e.
Atoms and positions in Å:
C1 -1.725 0.921 0.167  -0.19
C2 2.756 -0.376 -0.150  -0.62
C3 1.717 0.214 0.387  -0.21
C4 -2.132 -0.533 0.396  -0.46
C5 0.130 -0.027 -0.689  -0.13
N1 -0.702 1.094 -0.551  -0.52
S1 -0.688 -1.525 -0.214  -0.16
H1 -2.339 1.682 0.582  0.41
H2 3.763 -0.185 0.125  0.28
H3 2.724 -1.143 -0.812  0.28
H4 1.615 1.081 1.129  0.27
H5 -2.493 -0.590 1.471  0.31
H6 -3.119 -0.634 -0.102  0.30
H7 0.494 0.021 -1.740  0.45

Calculated values
* frontier orbital gap: 0.33669 hartree
* LUMO energy: 0.83 eV
* spin multiplicity: 1

***

<3>
An isolated molecule of C5H7NS. Source: the Open Molecules 2025 dataset; level of theory: ωB97M-V/def2-TZVPD.

Last column: Mulliken charge in e.
Atoms and positions in Å:
C1 0.939 1.983 -0.206  -0.59
C2 0.307 1.004 0.438  -0.07
N1 0.340 -0.484 0.251  0.19
C3 -0.956 -1.116 0.156  -0.11
C4 -2.145 -0.539 -0.469  -0.86
C5 1.375 -1.200 -0.085  -0.03
S1 3.015 -0.660 -0.105  -0.30
H1 1.453 1.816 -1.268  0.18
H2 0.969 2.995 0.110  0.28
H3 -0.224 1.560 1.409  0.17
H4 -0.897 -2.131 0.818  0.30
H5 -2.334 0.395 -0.725  0.45
H6 -2.939 -1.300 -0.287  0.21
H7 1.098 -2.323 -0.035  0.19

Calculated values
* frontier orbital gap: 0.30588 hartree
* LUMO energy: 0.15 eV
* SMILES: C=CN(C=C)C=S
* spin multiplicity: 1

***

From most stable to least stable, the computed energies give <1>, <2>, <3>.